## 1
Molecular formula: C4H7NO
Method: DFT, the ωB97M-V functional and the def2-TZVPD basis

Each line ends with the Löwdin charge.
Geometry (Å):
1 C -1.56102 -0.44003 0.23674  -0.120
2 C -0.32014 -0.58632 -0.61478  -0.247
3 C 0.08542 0.58495 -1.47103  -0.088
4 N 0.76359 0.23013 -0.25436  -0.092
5 C 1.69318 0.43015 0.58943  -0.164
6 O 1.79212 -0.36469 1.66977  0.060
7 H -1.44245 -0.91332 1.21937  0.059
8 H -2.39654 -0.94634 -0.25534  0.063
9 H -1.86260 0.61104 0.41101  0.070
10 H 1.22964 -1.13993 1.49167  0.114
11 H 0.64025 0.42527 -2.39557  0.096
12 H -0.42657 1.55255 -1.40761  0.106
13 H 2.46799 1.17921 0.47595  0.143

Summary:
HOMO-LUMO gap (spin up / spin down) = 0.2930 / 0.2930 Ha
LUMO level (spin up / spin down) = 0.88 / 0.88 eV
Net charge = 0



## 2
Molecular formula: C4H7NO
Method: DFT, the ωB97M-V functional and the def2-TZVPD basis

Each line ends with the Löwdin charge.
Geometry (Å):
1 C -1.26149 0.23065 -0.96459  -0.103
2 C -0.75020 0.13926 0.31213  -0.181
3 N 0.30619 1.17289 0.70533  0.088
4 C 0.82230 -0.11764 0.90409  -0.258
5 C 1.73156 -0.77003 0.08371  -0.149
6 O 2.04106 -2.09191 -0.20647  -0.092
7 H -1.92415 1.08766 -1.06224  0.098
8 H -0.63099 0.20232 -1.81858  0.078
9 H -1.81241 -0.56949 -1.50857  0.106
10 H -1.39134 -0.08998 1.10166  0.113
11 H 0.09432 1.68422 1.45844  0.054
12 H 0.86813 -0.81092 1.71778  0.138
13 H 1.90704 -0.06705 -0.72269  0.110

Summary:
SMILES = C[C@@H]1N[C@@H]1C=O
HOMO-LUMO gap = 0.3476 Ha
LUMO level = -0.15 eV
Net charge = 0



## 3
Molecular formula: C4H7NO
Method: DFT, the ωB97M-V functional and the def2-TZVPD basis

Each line ends with the Löwdin charge.
Geometry (Å):
1 O 1.94392 -0.54840 0.98282  -0.106
2 C 1.03745 0.52328 -0.13021  -0.057
3 C 0.01317 -0.42772 -0.41394  -0.262
4 C -1.36274 -0.23130 0.20157  -0.215
5 C -2.13956 0.84640 -0.44063  -0.233
6 N -2.71583 1.70738 -0.95701  0.124
7 H 2.77039 -0.85967 0.57190  0.080
8 H 1.80179 0.73976 -0.87514  0.103
9 H 0.85678 1.33982 0.56637  0.109
10 H 1.01750 -1.09581 0.50815  0.127
11 H 0.01448 -0.84788 -1.41909  0.099
12 H -1.28642 0.00720 1.26989  0.118
13 H -1.95092 -1.15306 0.13532  0.112

Summary:
HOMO-LUMO gap = 0.3476 Ha
LUMO level = 0.65 eV
Net charge = 0



## 4
Molecular formula: C4H7NO
Method: DFT, the ωB97M-V functional and the def2-TZVPD basis

Each line ends with the Löwdin charge.
Geometry (Å):
1 C -1.28876 -0.87846 0.20468  -0.115
2 O -0.10470 -1.19404 -0.43371  -0.186
3 C 0.98588 -0.58927 0.25428  -0.186
4 C 0.85266 0.92020 0.14746  -0.300
5 N 0.29487 1.44616 -1.07891  0.025
6 C -0.49869 1.55928 0.00768  -0.037
7 H -1.30013 -1.11374 1.27545  0.087
8 H -2.12931 -1.27288 -0.36619  0.085
9 H 1.00273 -0.91309 1.30925  0.122
10 H 1.89943 -0.94800 -0.23565  0.127
11 H 1.68368 1.49089 0.56426  0.123
12 H 0.15560 0.85669 -1.89324  0.134
13 H -1.55325 0.63627 0.24464  0.121

Summary:
HOMO-LUMO gap = 0.3130 Ha
LUMO level = 0.66 eV
Net charge = 0



3 comes first in stability; the runner-up is 0.362 eV higher.



## 1
Molecular formula: C4H7NO
Method: DFT, the ωB97M-V functional and the def2-TZVPD basis

Each line ends with the Löwdin charge.
Geometry (Å):
1 C -1.07396 -0.88941 -1.05536  0.016
2 N -0.36027 0.46374 -0.28289  -0.145
3 C 0.70152 -0.04781 -0.95104  -0.046
4 C -0.31866 0.53997 1.06515  -0.133
5 C 0.94032 0.85095 1.69639  -0.343
6 O 1.14383 1.01331 2.88976  -0.017
7 H -0.89693 -1.07742 -2.11966  0.079
8 H -2.10562 -0.55832 -0.94406  0.084
9 H -0.88866 -1.78340 -0.45695  0.092
10 H 1.52990 -0.50664 -0.41117  0.102
11 H 0.81317 0.21782 -1.99383  0.096
12 H -1.24640 0.72225 1.60114  0.110
13 H 1.76175 1.05496 0.96251  0.106

Summary:
HOMO-LUMO gap (spin up / spin down) = 0.2671 / 0.2671 Ha
LUMO level (spin up / spin down) = -0.27 / -0.27 eV
Net charge = 0



## 2
Molecular formula: C4H7NO
Method: DFT, the ωB97M-V functional and the def2-TZVPD basis

Each line ends with the Löwdin charge.
Geometry (Å):
1 C 1.59923 -0.35430 0.47886  -0.097
2 C 0.40161 -0.18519 -0.45096  -0.268
3 C -0.72701 -1.19839 -0.15104  -0.061
4 N -0.81679 0.18900 0.22854  -0.079
5 C -1.36812 1.32350 -0.21272  -0.271
6 O -0.64241 2.15444 -0.79381  0.002
7 H 2.11328 0.60372 0.56366  0.064
8 H 2.32407 -1.08839 0.10568  0.070
9 H 1.31408 -0.67551 1.49465  0.074
10 H 0.28478 1.14947 -1.12092  0.217
11 H -1.39971 -1.62942 -0.89066  0.099
12 H -0.66535 -1.81344 0.76112  0.108
13 H -2.41765 1.52451 -0.01240  0.141

Summary:
HOMO-LUMO gap = 0.3627 Ha
LUMO level = 0.83 eV
Net charge = 0



## 3
Molecular formula: C4H7NO
Method: DFT, the ωB97M-V functional and the def2-TZVPD basis

Each line ends with the Löwdin charge.
Geometry (Å):
1 O -2.13353 -0.59607 -0.48341  -0.083
2 C -0.96439 -0.08259 0.48454  -0.297
3 C 0.25497 -0.94576 0.26176  -0.169
4 C 1.27234 0.04151 -0.25397  -0.188
5 C 0.58678 1.34508 -0.22563  -0.171
6 N -0.60979 1.30424 0.17309  0.066
7 H -2.36526 0.25732 -0.83572  0.034
8 H -1.40556 -0.21322 1.48892  0.136
9 H 0.17332 -1.87350 -0.32763  0.119
10 H 0.49904 -1.49870 1.22187  0.127
11 H 1.54067 -0.19683 -1.31003  0.118
12 H 2.31487 0.01884 0.34863  0.159
13 H 0.83652 2.43967 -0.54243  0.148

Summary:
SMILES = O[C@H]1CCC=N1
HOMO-LUMO gap = 0.4138 Ha
LUMO level = 0.95 eV
Net charge = 0



3 comes first in stability; the runner-up is 2.183 eV higher.



## 1
Molecular formula: C4H7NO
Method: DFT, the ωB97M-V functional and the def2-TZVPD basis

Each line ends with the Löwdin charge.
Geometry (Å):
1 C -0.10924 1.59699 -0.09041  -0.040
2 C 0.06978 0.08856 0.01426  -0.373
3 C 0.28665 -0.54846 1.37366  -0.181
4 O 0.30835 -1.75435 1.52578  0.019
5 C -0.55674 -0.99578 -0.79511  -0.165
6 N 0.71544 -0.57900 -1.26484  0.082
7 H 0.51297 2.13992 0.63761  0.077
8 H 0.23395 1.88790 -1.08389  0.076
9 H -1.13708 1.96109 0.03300  0.076
10 H 0.34215 0.08174 2.28260  0.131
11 H -0.52136 -1.86596 -0.14350  0.093
12 H -1.41251 -0.81972 -1.42824  0.115
13 H 1.47127 -1.17311 -0.94268  0.091

Summary:
SMILES = C[C@@]1(C=O)CN1
HOMO-LUMO gap = 0.3884 Ha
LUMO level = 0.70 eV
Net charge = 0



## 2
Molecular formula: C4H7NO
Method: DFT, the ωB97M-V functional and the def2-TZVPD basis

Each line ends with the Löwdin charge.
Geometry (Å):
1 C 0.68572 -1.91628 0.16310  -0.071
2 C 0.44953 -0.45747 -0.17302  -0.282
3 O -0.87059 -0.08371 0.19824  -0.138
4 C -1.18869 1.23537 -0.12957  -0.215
5 C -0.24639 2.25632 0.39267  -0.188
6 N 0.51852 3.08339 0.65455  0.151
7 H -0.00951 -2.57261 -0.36856  0.079
8 H 1.70558 -2.18567 -0.13140  0.080
9 H 0.58194 -2.09626 1.23715  0.080
10 H 0.59590 -0.27936 -1.25027  0.126
11 H 1.16360 0.17554 0.37119  0.114
12 H -2.19543 1.42533 0.25205  0.132
13 H -1.19019 1.41542 -1.21613  0.132

Summary:
SMILES = CCOCC#N
HOMO-LUMO gap = 0.4273 Ha
LUMO level = 0.85 eV
Net charge = 0



2 comes first in stability; the runner-up is 1.038 eV higher.



## 1
Molecular formula: C4H7NO
Method: DFT, the ωB97M-V functional and the def2-TZVPD basis

Each line ends with the Löwdin charge.
Geometry (Å):
1 C -1.82596 -0.78485 0.09584  -0.071
2 C -0.66853 0.09787 -0.40055  -0.235
3 O 0.15618 0.59473 0.70830  -0.150
4 C 1.45350 1.00752 0.34575  -0.219
5 C 2.17885 -0.24996 0.12180  -0.213
6 N 2.62875 -1.30160 -0.04257  0.151
7 H -2.43723 -0.24625 0.81846  0.072
8 H -2.47687 -1.06312 -0.75804  0.085
9 H -1.45375 -1.70775 0.54121  0.075
10 H -1.08658 0.97416 -0.89321  0.112
11 H -0.09454 -0.49866 -1.12239  0.113
12 H 2.02312 1.54475 1.15647  0.142
13 H 1.60306 1.63317 -0.57108  0.137

Summary:
SMILES = CCOCC#N
HOMO-LUMO gap = 0.4278 Ha
LUMO level = 0.89 eV
Net charge = 0



## 2
Molecular formula: C4H7NO
Method: DFT, the ωB97M-V functional and the def2-TZVPD basis

Each line ends with the Löwdin charge.
Geometry (Å):
1 C 0.11345 -0.24474 1.79105  -0.014
2 C -1.05543 0.41779 1.08928  -0.577
3 N -0.77506 0.89455 -0.18193  0.075
4 O -2.15572 0.48762 1.60983  0.037
5 H 0.05791 -0.00198 2.86390  0.088
6 H 1.04861 0.18304 1.42996  0.072
7 H 0.07558 -1.34559 1.68950  0.095
8 H -1.51937 1.22143 -0.78869  0.124
9 H 0.16513 0.85683 -0.53825  0.028
10 C 1.50333 -0.68064 -2.56266  0.003
11 C 0.57458 -0.43878 -1.89124  -0.078
12 H 2.28697 -0.72552 -3.35927  0.054
13 H -0.31999 -0.62401 -1.15145  0.093

Summary:
SMILES = CC(N)=O.C#C
HOMO-LUMO gap = 0.3955 Ha
LUMO level = 0.87 eV
Net charge = 0



1 comes first in stability; the runner-up is 1.630 eV higher.